1.
An isolated molecule of C7H9NO5S in a non-equilibrium geometry. Source: the OMol25 dataset; level of theory: ωB97M-V with the def2-TZVPD basis set.

## Properties
Kohn-Sham gap: 8.87 eV
SMILES: CS(=O)(=O)[C@]1([N+](=O)[O-])C=CC=C[C@@H]1O
lowest unoccupied orbital energy: -0.429 eV
maximum force: 1.45 eV/A

Atoms and positions in Å:
C: 0.83 -2.51 0.41
S: 0.97 -1.08 -0.69
O: 2.34 -0.92 -1.08
O: -0.01 -1.22 -1.73
C: 0.43 0.45 0.31
N: 1.65 0.78 1.04
O: 2.09 -0.13 1.73
O: 2.13 1.87 0.94
C: -0.63 0.00 1.24
C: -1.92 0.19 0.98
C: -2.35 0.89 -0.21
C: -1.46 1.50 -0.99
C: 0.02 1.54 -0.70
O: 0.78 1.48 -1.87
H: 1.24 -3.34 -0.15
H: 1.43 -2.32 1.30
H: -0.22 -2.66 0.63
H: -0.29 -0.53 2.12
H: -2.68 -0.18 1.66
H: -3.40 0.91 -0.44
H: -1.75 2.04 -1.88
H: 0.27 2.52 -0.26
H: 0.54 0.70 -2.38

Atomic partial charges in e from the Mulliken method, atoms 1 to 8: -1.05 1.25 -0.63 -0.68 0.65 1.07 -0.59 -0.63



2.
An isolated molecule of C7H9NOS2 in a non-equilibrium geometry. Source: the OMol25 dataset; level of theory: ωB97M-V with the def2-TZVPD basis set.

## Properties
Kohn-Sham gap: 9.54 eV
lowest unoccupied orbital energy: 0.595 eV
maximum force: 3.43 eV/A

Atoms and positions in Å:
C: 2.37 -1.72 0.01
C: 3.21 0.59 -0.08
C: 1.41 -0.79 -0.17
C: 1.86 0.56 -0.12
C: -0.07 -0.88 -0.23
C: -2.96 0.06 0.52
C: -1.90 0.67 -0.42
N: -0.55 0.42 0.01
O: 0.53 2.68 0.66
S: 3.91 -0.94 0.11
S: 0.54 1.73 -0.44
H: 2.17 -2.68 0.33
H: 3.78 1.48 0.22
H: -0.26 -1.18 -1.23
H: -0.39 -1.53 0.59
H: -2.75 0.04 1.65
H: -3.94 0.56 0.36
H: -2.92 -0.98 0.14
H: -2.16 0.22 -1.29
H: -1.89 1.69 -0.61

Atomic partial charges in e from the Mulliken method, atoms 1 to 8: -0.70 -0.25 0.13 -0.14 -0.18 -1.14 -0.62 -0.11



3.
An isolated molecule of C7H9O2P in a non-equilibrium geometry. Source: the OMol25 dataset; level of theory: ωB97M-V with the def2-TZVPD basis set.

## Properties
Kohn-Sham gap: 9.41 eV
SMILES: COPc1ccccc1O
lowest unoccupied orbital energy: 0.715 eV
maximum force: 1.94 eV/A

Atoms and positions in Å:
C: -2.84 -1.10 0.86
O: -2.01 -1.75 -0.08
P: -0.42 -2.04 0.26
C: 0.41 -0.37 -0.14
C: 1.69 -0.48 0.43
C: 2.63 0.52 0.43
C: 2.29 1.74 -0.12
C: 1.04 1.89 -0.70
C: 0.09 0.86 -0.76
O: -1.04 1.27 -1.45
H: -3.87 -1.40 0.64
H: -2.76 -0.01 0.77
H: -2.59 -1.39 1.88
H: -0.25 -2.59 -1.02
H: 1.94 -1.43 0.90
H: 3.61 0.36 0.87
H: 2.98 2.56 -0.12
H: 0.76 2.83 -1.15
H: -1.67 0.53 -1.51

Atomic partial charges in e from the Mulliken method, atoms 1 to 8: -0.66 -0.35 0.03 0.47 -0.58 -0.74 -0.43 -0.48



4.
The ion C7H9O3 with charge -1 in a non-equilibrium geometry. Source: the OMol25 dataset; level of theory: ωB97M-V with the def2-TZVPD basis set.

## Properties
Kohn-Sham gap: 7.06 eV
SMILES: CC1(C)CC([O-])=C1C(=O)O
lowest unoccupied orbital energy: 3.582 eV
maximum force: 6.00 eV/A
total charge: -1

Atoms and positions in Å:
C: 0.45 0.69 -1.21
C: -0.12 -0.05 0.01
C: 0.65 0.47 1.24
C: -0.11 -1.56 -0.15
C: -1.58 -1.74 -0.04
O: -2.14 -2.83 0.06
C: -1.62 0.00 0.18
C: -2.60 0.92 0.22
O: -2.59 2.19 0.20
O: -3.95 0.38 0.31
H: 0.49 1.74 -0.95
H: -0.31 0.67 -2.08
H: 1.47 0.41 -1.57
H: 1.24 1.18 0.81
H: 1.02 -0.44 1.78
H: -0.07 0.94 2.02
H: 0.38 -2.09 0.74
H: 0.53 -2.01 -1.01
H: -3.81 -0.64 0.39

Atomic partial charges in e from the Mulliken method, atoms 1 to 8: -1.71 2.31 -1.43 -0.87 0.07 -0.67 -1.27 0.96



5.
An isolated molecule of C7H9P in a non-equilibrium geometry. Source: the OMol25 dataset; level of theory: ωB97M-V with the def2-TZVPD basis set.

## Properties
Kohn-Sham gap: 9.15 eV
SMILES: C1=[PH]=C2CCCC2=C1
lowest unoccupied orbital energy: 0.881 eV
maximum force: 4.80 eV/A

Atoms and positions in Å:
C: -1.13 -0.13 2.31
P: -0.09 -1.57 1.85
C: 0.53 -0.49 0.39
C: 1.31 -0.83 -0.81
C: 0.47 -0.01 -1.88
C: -0.32 1.13 -1.20
C: -0.32 0.55 0.22
C: -1.17 0.86 1.36
H: -1.69 -0.26 3.21
H: 0.65 -1.63 2.92
H: 2.38 -0.40 -0.85
H: 1.38 -1.96 -1.18
H: -0.10 -0.62 -2.58
H: 1.25 0.41 -2.56
H: -1.38 1.26 -1.45
H: 0.19 2.16 -1.18
H: -1.97 1.52 1.43

Atomic partial charges in e from the Mulliken method, atoms 1 to 8: -0.34 -0.07 -0.09 -0.20 -0.66 -0.43 0.30 -0.93



6.
A cluster of 20 separate species, C80H160O20 in total in a non-equilibrium geometry. Source: the OMol25 dataset; level of theory: ωB97M-V with the def2-TZVPD basis set.

## Properties
Kohn-Sham gap: 9.78 eV
lowest unoccupied orbital energy: 0.637 eV
maximum force: 3.20 eV/A

Atoms and positions in Å:
C: -19.31 -23.61 -1.63
C: -19.64 -22.39 -2.50
C: -20.73 -21.69 -1.72
O: -21.47 -22.75 -1.01
C: -20.78 -23.94 -1.19
H: -18.69 -23.40 -0.76
H: -18.87 -24.38 -2.23
H: -20.01 -22.72 -3.46
H: -18.77 -21.73 -2.74
H: -21.39 -21.15 -2.37
H: -20.43 -21.02 -0.91
H: -21.18 -24.57 -1.99
H: -20.94 -24.59 -0.34
C: -23.85 -20.98 -3.98
C: -25.10 -20.20 -4.53
C: -24.78 -20.10 -6.00
O: -23.37 -19.92 -6.02
C: -22.83 -20.87 -5.12
H: -24.12 -21.98 -3.79
H: -23.46 -20.49 -3.09
H: -25.09 -19.21 -4.08
H: -26.02 -20.76 -4.30
H: -25.26 -19.33 -6.56
H: -25.05 -21.09 -6.37
H: -21.83 -20.56 -4.78
H: -22.78 -21.81 -5.68
C: -20.80 -14.75 7.40
C: -20.63 -14.31 5.91
C: -21.82 -14.97 5.19
O: -21.81 -16.29 5.84
C: -21.82 -15.97 7.22
H: -21.27 -14.01 8.01
H: -19.92 -15.10 7.90
H: -19.78 -14.79 5.47
H: -20.69 -13.21 5.75
H: -21.61 -15.10 4.15
H: -22.73 -14.40 5.32
H: -21.47 -16.86 7.87
H: -22.85 -15.68 7.54
C: -19.28 -18.75 3.59
C: -18.98 -18.59 5.11
C: -19.52 -19.82 5.80
O: -20.24 -20.51 4.77
C: -20.45 -19.66 3.65
H: -18.39 -19.20 3.14
H: -19.47 -17.84 3.04
H: -19.66 -17.74 5.36
H: -17.95 -18.37 5.39
H: -20.11 -19.63 6.72
H: -18.70 -20.45 6.09
H: -21.36 -19.13 3.68
H: -20.56 -20.29 2.75
C: -27.31 -12.99 1.63
C: -26.54 -14.28 1.49
C: -27.57 -15.30 1.15
O: -28.73 -14.89 1.92
C: -28.74 -13.47 1.98
H: -27.39 -12.39 0.71
H: -26.96 -12.30 2.37
H: -26.14 -14.51 2.42
H: -25.70 -14.19 0.75
H: -27.27 -16.22 1.56
H: -27.77 -15.36 0.06
H: -29.20 -13.20 2.92
H: -29.46 -13.11 1.21
C: -26.01 -17.33 -1.83
C: -27.31 -17.77 -2.49
C: -28.25 -16.54 -2.37
O: -27.36 -15.37 -2.21
C: -25.97 -15.92 -2.27
H: -25.14 -17.98 -2.14
H: -26.06 -17.40 -0.77
H: -27.71 -18.61 -2.00
H: -27.19 -18.01 -3.53
H: -28.79 -16.56 -1.41
H: -28.91 -16.41 -3.23
H: -25.37 -15.30 -1.59
H: -25.58 -15.80 -3.30
C: -15.45 -15.81 5.01
C: -14.88 -16.90 5.93
C: -15.01 -18.12 5.05
O: -15.14 -17.71 3.74
C: -15.16 -16.33 3.58
H: -15.00 -14.77 5.20
H: -16.51 -15.61 5.27
H: -15.50 -17.15 6.81
H: -13.86 -16.70 6.18
H: -15.78 -18.82 5.38
H: -14.07 -18.69 5.06
H: -15.82 -15.93 2.80
H: -14.12 -16.10 3.41
C: -24.68 -19.42 5.88
C: -23.98 -20.43 4.92
C: -24.14 -19.81 3.52
O: -24.43 -18.38 3.81
C: -24.35 -18.13 5.22
H: -24.38 -19.47 6.91
H: -25.76 -19.63 5.95
H: -24.36 -21.45 5.08
H: -22.89 -20.41 5.12
H: -25.05 -20.22 3.08
H: -23.30 -19.97 2.86
H: -25.03 -17.26 5.47
H: -23.34 -17.82 5.57
C: -21.69 -25.02 4.84
C: -21.85 -23.50 4.88
C: -21.58 -23.04 3.45
O: -21.20 -24.24 2.75
C: -20.68 -25.19 3.70
H: -22.65 -25.51 4.56
H: -21.22 -25.38 5.82
H: -21.17 -23.12 5.66
H: -22.87 -23.20 5.22
H: -20.75 -22.26 3.34
H: -22.43 -22.72 2.87
H: -19.65 -24.96 4.06
H: -20.75 -26.18 3.27
C: -20.42 -16.56 -4.18
C: -19.20 -16.90 -3.37
C: -19.03 -18.41 -3.50
O: -19.99 -18.89 -4.40
C: -20.52 -17.80 -5.14
H: -20.35 -15.59 -4.69
H: -21.27 -16.61 -3.46
H: -19.24 -16.66 -2.30
H: -18.32 -16.51 -3.78
H: -19.16 -19.01 -2.56
H: -18.00 -18.60 -3.84
H: -21.55 -17.97 -5.49
H: -20.05 -17.59 -6.13
C: -23.55 -14.24 -8.50
C: -24.24 -15.01 -7.29
C: -23.36 -14.60 -6.11
O: -22.01 -14.49 -6.64
C: -22.09 -14.28 -8.02
H: -23.93 -13.19 -8.57
H: -23.82 -14.75 -9.42
H: -24.27 -16.12 -7.38
H: -25.23 -14.65 -7.13
H: -23.39 -15.27 -5.27
H: -23.57 -13.56 -5.71
H: -21.64 -15.15 -8.54
H: -21.61 -13.36 -8.24
C: -26.20 -14.26 5.22
C: -26.69 -14.91 6.50
C: -25.38 -14.95 7.35
O: -24.60 -13.84 6.89
C: -25.14 -13.26 5.74
H: -26.95 -13.79 4.63
H: -25.62 -15.00 4.65
H: -27.11 -15.94 6.52
H: -27.45 -14.39 7.06
H: -24.79 -15.88 7.14
H: -25.53 -14.82 8.45
H: -24.28 -13.02 5.07
H: -25.60 -12.30 6.00
C: -18.45 -13.99 3.06
C: -19.00 -15.15 2.18
C: -18.37 -15.02 0.83
O: -18.23 -13.58 0.72
C: -17.80 -13.09 1.98
H: -17.69 -14.23 3.82
H: -19.28 -13.51 3.57
H: -20.06 -15.03 2.18
H: -18.79 -16.12 2.66
H: -18.84 -15.52 -0.03
H: -17.40 -15.56 0.94
H: -18.02 -12.09 2.09
H: -16.70 -13.21 2.05
C: -26.42 -21.99 1.18
C: -24.97 -22.37 0.72
C: -24.97 -21.77 -0.67
O: -25.69 -20.57 -0.58
C: -26.60 -20.63 0.56
H: -26.45 -21.96 2.27
H: -27.12 -22.69 0.74
H: -24.72 -23.38 0.68
H: -24.26 -21.78 1.28
H: -25.49 -22.30 -1.41
H: -23.96 -21.48 -1.03
H: -27.61 -20.39 0.25
H: -26.29 -19.79 1.27
C: -23.27 -17.30 0.79
C: -22.66 -17.84 -0.54
C: -21.18 -17.97 -0.11
O: -21.18 -18.19 1.28
C: -22.12 -17.26 1.79
H: -24.00 -18.07 1.10
H: -23.66 -16.25 0.66
H: -22.71 -17.23 -1.41
H: -23.17 -18.77 -0.78
H: -20.69 -17.02 -0.42
H: -20.66 -18.75 -0.73
H: -21.63 -16.27 1.82
H: -22.40 -17.51 2.81
C: -17.63 -22.61 3.58
C: -17.69 -23.65 2.45
C: -16.64 -24.62 2.96
O: -15.68 -23.88 3.65
C: -16.17 -22.59 3.94
H: -18.19 -23.02 4.43
H: -18.03 -21.64 3.37
H: -17.36 -23.19 1.51
H: -18.65 -24.13 2.25
H: -16.12 -25.13 2.14
H: -17.00 -25.44 3.61
H: -15.69 -21.85 3.27
H: -15.95 -22.24 4.96
C: -29.62 -17.91 4.80
C: -28.08 -18.07 4.92
C: -27.62 -18.79 3.66
O: -28.79 -19.04 2.89
C: -29.85 -18.13 3.30
H: -30.04 -16.98 5.11
H: -30.10 -18.80 5.32
H: -27.79 -18.68 5.77
H: -27.53 -17.13 4.98
H: -27.16 -19.79 3.88
H: -26.86 -18.25 3.10
H: -30.79 -18.67 3.06
H: -29.78 -17.16 2.85
C: -22.40 -11.08 1.56
C: -23.57 -11.94 2.04
C: -22.90 -13.27 2.42
O: -21.65 -12.87 3.02
C: -21.17 -11.73 2.31
H: -22.46 -10.00 1.69
H: -22.32 -11.21 0.49
H: -24.32 -12.02 1.27
H: -23.96 -11.45 2.93
H: -22.69 -13.86 1.49
H: -23.46 -13.94 3.05
H: -20.40 -11.96 1.59
H: -20.84 -10.95 3.01
C: -21.87 -13.00 -2.95
C: -20.68 -13.01 -1.94
C: -21.17 -13.97 -0.87
O: -22.58 -13.86 -0.86
C: -22.92 -13.79 -2.26
H: -21.58 -13.46 -3.84
H: -22.27 -11.96 -3.12
H: -20.56 -12.04 -1.44
H: -19.75 -13.38 -2.37
H: -20.72 -13.81 0.14
H: -20.83 -15.02 -1.14
H: -23.93 -13.42 -2.22
H: -22.95 -14.78 -2.79
C: -17.29 -19.85 -0.27
C: -16.14 -19.70 -1.35
C: -15.47 -18.43 -0.82
O: -16.53 -17.60 -0.38
C: -17.19 -18.51 0.49
H: -17.13 -20.67 0.43
H: -18.30 -20.05 -0.66
H: -16.77 -19.55 -2.23
H: -15.50 -20.58 -1.45
H: -14.86 -17.94 -1.58
H: -14.86 -18.72 0.00
H: -18.21 -18.15 0.72
H: -16.61 -18.54 1.38

Atomic partial charges in e from the Mulliken method, atoms 1 to 8: -0.15 -0.40 1.64 -0.35 -0.56 -0.27 0.49 0.41